13
Properties=species:S:1:pos:R:3 method="wB97M-V/def2-TZVPD" energy_ev=-11291.36343 orbital_gap_ev=8.536
C -1.9274 -0.0668 -0.2690
C 2.2651 -0.3935 0.4296
O -2.3027 0.0526 0.9795
H -1.8321 -0.6404 1.5140
N 0.3714 0.9031 -0.1586
O -2.3825 0.9016 -0.9906
H 1.6319 -0.7944 1.2884
H -2.9867 1.5890 -0.6720
H 1.4242 0.1250 -1.6215
N 1.2734 0.2137 -0.5158
H 2.6886 -1.2445 -0.1047
H 3.0806 0.3543 0.8176
O -1.3038 -0.9997 -0.6971

14
Properties=species:S:1:pos:R:3 method="wB97M-V/def2-TZVPD" energy_ev=-41946.08939 smiles="CN=[S@](C)(=O)OSCl" orbital_gap_ev=9.049
N 0.0060 -0.7782 0.3143
C -1.5643 1.4378 0.6127
H -0.3001 -2.1023 -1.3269
H -2.6670 1.1936 0.4025
H 0.0729 -2.8186 0.2990
O -0.5029 0.7389 -1.8602
C 0.3763 -1.9985 -0.4078
Cl 3.1644 -0.3392 -0.0498
O 0.9974 1.5159 -0.1033
S 2.0229 0.9204 1.0305
S -0.3734 0.5081 -0.4489
H -1.4087 1.0887 1.6568
H 1.4427 -1.9115 -0.7064
H -1.2661 2.5449 0.5876

88
Properties=species:S:1:pos:R:3 method="wB97M-V/def2-TZVPD" energy_ev=-57963.62724 smiles="C=CC1=C(CCCOC(C)=O)C(=O)OC1=O.CC#N.CC#N.CC#N.CC#N.CC#N.CC#N.CC#N.CC#N.CC#N.CC#N" orbital_gap_ev=8.645
H -1.5052 -4.4808 3.7727
C -1.5091 5.4490 0.3192
C -3.1634 4.2921 4.8976
H 0.2319 -1.6795 2.2606
C 5.1917 0.0448 2.5895
H -1.7208 -3.3432 1.3768
H -0.9985 6.3419 0.6760
C -3.6712 -6.6932 2.7523
N -5.6464 4.9165 5.3773
H -2.8943 3.3845 5.4347
H -3.5401 -8.7404 2.3374
O -0.0753 -1.7031 -0.9885
H 1.5738 -0.2295 -8.0836
H 1.2273 -1.6020 -4.3893
H -3.0178 4.1301 3.8331
C 2.3384 6.5992 -0.3381
C 2.9391 -0.5020 -6.5201
H 1.7128 -2.9430 -3.3465
N -3.3116 -5.6181 2.5846
C -0.3298 0.9630 2.4410
H 2.6316 -7.5603 -5.7294
H -4.0293 -8.3414 3.9956
N 4.9383 6.7076 -0.2352
H 2.8745 0.3544 3.5746
H -2.1535 -1.9259 0.4191
N 3.1690 -0.6623 -5.4085
H 5.7317 0.9632 0.7841
C 0.7014 -3.4889 -5.1004
N 0.5215 -4.1948 -5.9863
H 3.1354 0.5852 -8.2991
H -0.8269 -6.0170 4.3213
N 0.7978 -5.1905 1.7634
H -0.0033 -4.5036 4.7328
C -1.1417 2.1977 2.2271
N 2.9930 -8.6083 -8.6714
C -2.5277 8.8843 0.6793
H 5.4929 -0.7944 0.6909
C 1.8401 0.1200 3.3606
H 0.9983 -7.7858 -6.3822
O -1.0807 3.2414 2.8062
H 0.8089 0.8423 -2.1769
C -0.8408 -1.5304 2.1382
C 0.1951 -5.1163 2.7360
N -0.1224 4.3295 -1.5780
H 4.0904 0.2753 0.8340
H 2.0244 5.7742 -0.9750
N -1.3821 8.9018 0.7034
H -1.2994 -1.8822 3.0708
C 1.9920 -7.3966 -6.5949
C 3.7940 6.6599 -0.2806
C -0.2196 -2.7445 0.0054
C -1.3454 -2.4041 0.9668
H 1.9428 7.5304 -0.7402
C 2.6484 -0.3179 -7.9364
H 1.9112 -6.3274 -6.7828
H -4.3326 8.0572 0.0048
C 0.7617 -0.6828 -0.6883
H 0.0102 -2.4532 -3.4122
C 5.1282 0.1289 1.1362
H 1.5371 -0.9035 3.5293
H -4.3735 8.7057 1.6552
C 0.2930 0.6370 -1.2370
C -0.7427 4.8276 -0.7517
H -0.7807 0.6363 -1.4113
H -2.4961 5.7297 -0.0451
O 1.7758 -0.8285 -0.0631
H 0.7215 -2.9048 0.5274
C 0.9226 -2.5677 -3.9943
H 1.3797 2.1100 3.0165
H 0.5658 1.4239 -0.5359
C -4.1321 -8.0620 2.9488
H -4.3600 9.8092 0.2672
H -0.4333 -3.6618 -0.5406
C -2.3168 0.5176 1.3972
C -4.5548 4.6369 5.1670
H 1.9376 6.4500 0.6635
O -2.1487 1.9119 1.3414
H -2.5126 5.1014 5.2237
C -0.5799 -5.0188 3.9655
C -3.9855 8.8620 0.6503
C 1.0106 1.0901 2.9862
H -5.1783 -8.1422 2.6600
N 5.2416 -0.0132 3.7338
H 3.0143 -1.1743 -8.4994
C 2.5524 -8.0749 -7.7575
H -1.6207 4.7478 1.1439
O -3.2906 0.0087 0.9537
C -1.1043 -0.0652 2.0457

68
Properties=species:S:1:pos:R:3 method="wB97M-V/def2-TZVPD" charge=+3 energy_ev=-109500.25288 orbital_gap_ev="2.927 / 2.927"
H -1.0559 2.8699 -1.4033
C -2.2573 1.8774 0.1277
H -1.5694 -4.4289 -1.9981
C -2.1122 0.3466 -2.4623
H -2.9686 -1.1470 -1.1812
H -3.7955 -5.4340 -2.0182
H -3.8455 0.2087 1.4545
H -0.8971 -0.3273 2.1328
H 2.6696 -5.1856 4.5999
C 2.6181 1.5495 -0.3313
H -0.8658 3.4755 0.2303
F 0.6502 4.5386 -0.9663
C 0.9148 -3.6344 1.5514
H -5.1523 -5.5260 0.0552
H 2.4237 -4.6400 0.3708
C 1.0406 -4.8856 -1.7649
C 2.2264 -4.6833 3.7477
H -2.4058 2.1444 1.1752
C -1.7066 -3.8065 0.0682
C 1.4306 2.3301 -0.4404
N -2.3080 0.4186 0.0137
H -2.2534 -0.7347 3.2126
H -1.0438 0.0985 -2.3270
H -2.1397 -3.3494 2.1338
C 2.9559 4.2177 -0.9331
H 5.0747 3.8376 -0.8726
C 1.6662 3.7068 -0.7736
H 0.7920 -3.6027 4.9361
C 1.6777 -5.3397 -2.9081
H 0.6547 -5.5960 -1.0404
H -1.9399 0.9382 2.8239
C 0.8832 -3.5107 -1.5634
H -3.0057 -1.2769 0.9860
C 4.0811 3.4226 -0.7669
F 4.9298 1.2705 -0.3682
C 1.9936 -3.0627 -3.6568
C -2.4950 -3.7940 1.2137
C -2.1678 -4.4126 -1.0966
F 2.4573 0.2275 -0.0728
As 0.0099 -2.7989 0.0105
H -2.4756 -0.2080 -3.3229
C -1.9357 -0.0678 2.4152
H 2.6403 -4.7932 -4.7446
Pt -0.0698 -0.3630 -0.1256
C 2.0391 -4.4341 1.3620
H -2.2091 1.4013 -2.6952
H -4.3746 -4.3319 2.0830
F 3.0865 5.4811 -1.2611
C -3.4310 -4.9850 -1.1052
H 1.7977 -6.4021 -3.0678
H 2.3660 -2.3644 -4.3901
C 1.1372 -3.8413 3.9407
N 0.2317 1.7585 -0.2443
C 2.7093 -4.9275 2.4705
H 1.2306 -1.5351 -2.3370
C 2.1509 -4.4321 -3.8500
C -0.9586 2.5497 -0.3536
H 3.6052 -5.5160 2.3243
C -4.2092 -4.9930 0.0422
C -2.8632 -0.2163 1.2112
C 3.8895 2.0708 -0.4812
H -3.9361 0.3345 -1.3263
C -2.9147 -0.0533 -1.2309
H -3.0778 2.3277 -0.4418
C 0.4685 -3.3408 2.8375
H -0.3893 -2.6949 2.9946
C 1.3578 -2.6074 -2.5130
C -3.7616 -4.3629 1.1942

43
Properties=species:S:1:pos:R:3 method="wB97M-V/def2-TZVPD" energy_ev=-52035.49657 smiles="O=S1(=O)C[C@H](C(F)(F)F)C[C@@H](I)O1.CN(C)C=O.CN(C)C=O" orbital_gap_ev=9.381
N -3.7116 0.1030 -3.7212
I 4.7715 0.6723 0.5662
C 1.9212 0.6587 -0.5588
H 3.5822 1.5017 -1.7402
F 0.1179 -0.9504 -2.2392
O 3.0875 -3.1016 -2.2344
H -1.0224 0.5097 3.4537
H -3.2391 -0.5426 -1.8024
H 2.8746 -1.8141 1.0578
O -2.8866 2.0156 -2.7736
C -0.0402 -1.0864 -0.8466
H 1.9763 1.3646 0.3383
H -4.2061 2.0132 -4.3096
C 1.2889 -0.7079 -0.0322
O 1.6749 0.1064 3.0155
F -1.0385 -0.2253 -0.3348
H -3.1552 -1.8090 -3.0560
C 1.6095 0.9962 3.8451
F -0.5003 -2.3798 -0.5273
C 0.5271 2.3415 5.5907
C 2.2999 -1.9303 0.0783
N 0.5299 1.2625 4.6232
S 3.5478 -2.0308 -1.2752
O 3.6395 -0.5457 -2.0297
H 0.9185 -0.5091 1.0306
H -0.2719 3.0434 5.3407
H 1.4807 2.8702 5.5875
C -2.9546 -0.7607 -2.8342
H 1.8038 -2.9487 0.1370
C 3.4072 0.5551 -1.1278
H -1.8913 -0.5581 -2.9518
C -0.6580 0.4412 4.4814
H -5.0759 0.2693 -5.3108
H 0.3508 1.9277 6.5865
H 1.2252 1.1884 -1.2964
H -1.4359 0.7738 5.1681
H -3.9694 -1.1216 -5.3831
O 4.8557 -2.5101 -0.7107
H -5.3235 -1.1139 -4.2202
C -4.5725 -0.4966 -4.7197
C -3.5901 1.4512 -3.5887
H 2.4553 1.6768 4.0314
H -0.4029 -0.5997 4.6927

63
Properties=species:S:1:pos:R:3 method="wB97M-V/def2-TZVPD" energy_ev=-45287.99725 smiles="Cc1cccc(NC(=S)N(CCCN2CCOCC2)Cc2cn(C)c3ccccc23)c1" orbital_gap_ev=8.272
H -0.7654 2.9501 -0.4350
C 4.6284 1.9344 1.4456
N 0.6299 -3.8804 0.3818
H 3.3360 4.0606 -0.6107
H -2.2153 1.5546 -0.8150
H -6.4694 2.8468 -1.5697
N -2.6463 0.8454 -0.2399
O 5.3434 2.5079 0.3770
C -1.8348 0.2282 0.6672
C 0.0678 0.9548 -0.7245
H 1.0637 0.5315 -0.8534
C 0.0365 -2.8262 1.0118
C 0.4380 -0.3210 1.3510
C -7.0348 -1.3733 0.3066
H -0.8845 -2.9497 1.5482
H -6.7129 -1.7254 1.2843
H 2.6315 -5.1795 -1.1598
C -4.6419 1.9439 -0.9447
N 2.4893 2.3737 0.3521
H 3.1216 -0.3010 -0.2316
H -0.0255 -0.3892 2.3374
H 0.7395 2.6050 1.4299
H 4.5439 1.2798 -1.0700
C -4.8310 -0.2386 0.0376
H -4.0317 2.7768 -1.2685
C 3.8074 -3.4075 -1.4352
C -4.0403 0.8344 -0.3504
C 1.7794 -3.4388 -0.2104
H 0.8599 -5.9071 0.8282
H 5.2207 2.1149 2.3441
H -6.9143 -2.1946 -0.4003
H 4.5267 0.8498 1.2905
H -0.5219 0.6794 -1.6070
H 1.3412 0.2865 1.4079
H 4.8091 -1.5202 -1.5641
C 0.2013 2.4835 -0.6390
H -0.0260 -5.5598 -0.6699
C 3.2373 2.9685 -0.7470
C 4.6330 2.3489 -0.8267
H 2.7150 2.7776 -1.6855
C 3.2420 2.5615 1.5857
H 4.5644 -3.9099 -2.0193
H -8.0893 -1.1133 0.3529
C -6.2093 -0.1991 -0.1233
C 1.9049 -2.0523 0.0569
H 1.1827 4.0379 0.4847
C -6.7958 0.9193 -0.6985
H -4.3755 -1.1100 0.4766
H -7.8676 0.9601 -0.8266
N -0.5030 0.3582 0.4656
C 1.1514 2.9331 0.4722
H 5.2234 2.8442 -1.5997
H 2.7079 2.0795 2.4078
H -0.7983 -5.2791 0.9033
C 0.1424 -5.2290 0.3583
H 0.5463 2.8508 -1.6067
H 3.3574 3.6341 1.8217
C 3.9454 -2.0408 -1.1751
S -2.4362 -0.5845 1.9822
C 0.7745 -1.6873 0.8467
C -6.0108 1.9814 -1.1140
C 2.7302 -4.1230 -0.9592
C 3.0085 -1.3563 -0.4354

10
Properties=species:S:1:pos:R:3 method="wB97M-V/def2-TZVPD" charge=-1 energy_ev=-8756.12754 orbital_gap_ev=7.603
O -3.8370 -1.2261 0.5523
C -0.8598 0.5091 -0.4237
H 0.6073 -1.0444 0.1681
C 0.5461 1.2589 -0.2023
C 0.2003 -0.1215 -0.0200
N -4.2066 -0.0469 0.3351
H 1.2914 1.4369 -0.9936
H -1.9490 0.3091 -0.4016
H 0.6602 1.8709 0.7448
O -3.6355 0.5726 -0.6941

141
Properties=species:S:1:pos:R:3 method="wB97M-V/def2-TZVPD" charge=-1 energy_ev=-76009.98105 orbital_gap_ev=4.578
H -3.0746 -0.1231 -3.6030
H -3.4264 -0.9458 -0.8954
O 0.5719 -1.5815 1.4579
H -2.5777 2.5590 -2.0693
C -3.5553 -2.7885 1.6308
H -1.2336 0.3045 2.5095
H 2.6171 1.1621 2.2796
C 0.2089 -0.4029 -4.5048
C 0.3618 -0.5593 -0.6925
O -1.5771 3.0117 -3.8474
H -1.7815 -0.1173 -0.5089
H 3.4630 -7.0909 0.0620
H -5.0537 -1.4661 -0.6097
H 4.4079 1.9386 3.5448
O -1.1728 -4.5510 -5.7994
H -5.6837 -0.1094 -2.7523
H 4.5604 4.3901 4.3535
H -0.9181 -5.4812 -3.9826
H -0.1513 0.4617 -5.0674
O 2.4289 4.2989 1.7674
H -2.4554 3.8323 5.0124
C 2.9681 -3.1258 -3.3961
H 0.2049 4.8994 3.7752
H 4.6209 0.4271 0.9880
H 4.9609 2.4733 -1.8233
H -1.0941 -1.2197 6.1229
H -3.5348 -1.7046 1.4595
H -3.1102 -3.2842 0.7713
H 1.7322 0.7227 -1.9332
C 3.0969 -4.9906 0.4222
H 3.9492 -6.5418 1.6157
C -0.8616 -0.5766 5.2719
H -1.8239 -0.2780 4.8347
H 0.8480 -2.6629 -0.8953
H 0.4429 3.3708 -4.2829
H -0.3569 -3.2122 0.3531
O 0.9086 -1.4271 -5.2400
H -2.3274 -4.4385 -4.1248
H -2.8117 2.1719 5.1494
H -0.8480 -3.6410 -3.8901
H -1.3702 -1.0905 -1.9132
H 1.5282 0.0338 3.1721
C -1.2670 -4.5261 -4.3755
O 1.8541 -6.8184 1.3733
O -0.8654 2.7743 5.6846
C 0.2688 1.9570 -0.9147
H -1.2584 2.5957 6.5438
H 4.8496 -0.7889 -0.3299
H -0.1237 -0.6661 3.5270
H 0.1076 0.4914 -2.4799
H -0.3739 0.3174 5.6716
C -0.7971 1.0938 1.8937
H -0.7552 1.9772 2.5404
H 1.8482 -7.7796 1.3118
H -0.2811 6.5291 3.2606
H -0.4331 -4.5008 -1.3730
H -3.6849 0.3326 3.2737
H -0.6014 -1.9537 -3.2245
H -1.8776 -2.2116 -4.9125
C -4.6567 0.8420 3.2676
H -4.5512 -1.4270 -3.1160
O -2.8565 2.5134 -1.1465
O -0.1203 -1.2561 4.2872
H 0.9377 -1.8157 -2.4462
O -0.5731 -4.0979 0.6729
H -2.7075 4.5193 -0.5512
C 0.6450 0.8686 1.3618
H -0.8153 1.9516 -0.7721
H 3.3817 3.2675 -1.7783
C -0.8283 -4.9243 -0.4435
H -0.2408 -4.6680 -6.0084
H 4.2917 5.2165 2.0272
H -1.7155 3.0808 -4.7961
O 4.8394 4.4130 -2.7256
H -4.5619 1.9026 3.0260
C 4.4605 3.4445 -1.7646
H 3.5599 -2.2325 -3.6121
H 1.7950 -3.3039 -4.9266
H -4.1782 1.2398 -0.7391
H 0.4855 4.6744 1.7071
H 3.0622 3.4011 4.2446
H -1.2175 3.6173 -0.6133
H -5.0156 0.7211 4.2945
H 1.2090 -0.9399 -6.0179
H 2.0424 -2.8149 -2.8974
H -0.4407 -5.9350 -0.2934
C -4.6723 -0.4831 -2.5750
H -1.2332 -0.3278 -2.9552
C 3.1331 -6.4457 0.8867
C 1.0047 2.0376 0.4371
O -2.0850 -1.3575 -4.5197
O 2.5771 -3.7642 -4.6079
C 1.5849 0.9377 2.5677
O -5.5770 0.1550 2.4407
C -0.3392 3.6674 -3.5796
O -2.6994 -3.0540 2.7381
C -0.4992 5.4616 3.1586
H -3.1985 -2.8587 3.5365
H 0.6561 2.9776 0.8829
H 0.5231 2.7975 -1.5705
C 0.7010 0.6625 -1.5705
H 2.3246 -4.9486 -0.3604
H -1.9229 -5.0237 -0.5218
H 3.3638 0.0489 -0.2524
H 2.9998 5.6202 3.1782
O -0.3928 5.0761 1.7820
H -2.3208 3.2616 0.6994
H 3.0966 -3.2445 1.2811
H -1.3195 -1.8396 -0.2973
N 0.7949 -0.4140 0.6756
C -2.2778 3.5346 -0.3498
H -5.3731 0.3718 1.5174
H 3.4645 -3.7491 -2.6545
H 2.6442 -1.1582 1.3751
H 1.3133 1.7560 3.2478
H -1.5364 1.2140 1.0979
O -4.7355 0.5281 -0.3703
H -4.6000 -3.0642 1.7973
H 4.4915 4.1930 -3.5922
C -2.0163 2.8431 4.8193
C 1.1234 -1.7263 -1.3735
H -0.4392 4.7574 -3.6283
H 4.0295 -4.7085 -0.0833
O -3.7108 0.4213 -3.1130
H 0.9008 -0.0044 -3.7498
O 4.6107 2.7519 3.0755
O 3.5808 -1.3812 1.1674
C -0.9222 -1.0370 -3.7276
O 2.8064 -4.1517 1.4945
H 2.0612 2.1346 0.1747
H -1.5192 5.2375 3.4616
C 3.8963 3.8292 3.6832
C -1.1375 -0.9278 -0.8561
H 2.6298 3.3591 1.6299
C -4.4757 -0.6689 -1.0816
H -1.7387 2.7859 3.7733
C 4.1518 -0.3598 0.3940
H 4.7430 3.8694 -0.8023
C 3.4539 4.8087 2.5968
H -0.0380 3.4361 -2.5603
H 2.1981 -1.5649 -1.2507

| no. | maximum force (Eh/bohr) |
| --- | --- |
| 1 | 0.059 |
| 2 | 0.057 |
| 3 | 0.012 |
| 4 | 0.059 |
| 5 | 0.131 |
| 6 | 0.017 |
| 7 | 0.066 |
| 8 | 0.048 |